# 1
This record from OMol25 describes a molecular structure, CH5INP. The level of theory is ωB97M-V/def2-TZVPD.

Energy relative to the best compared isomer or geometry (same formula, charge and spin)   548.7 kJ/mol
Lowest unoccupied orbital energy (spin up / spin down)   -1.1 / -0.3 eV
HOMO (spin up / spin down)   -8.36 / -8.61 eV
Gap between HOMO and LUMO (spin up / spin down)   7.21 / 8.34 eV

Structure (ORCA input):
```
! RIJCOSX wB97M-V def2-TZVPD def2/J DEFGRID3
* xyz 0 1
C 0.15165 -1.10834 -1.20382
N 0.89788 0.50757 0.58943
P -0.27572 1.68899 0.91101
I 1.21908 -0.69670 2.16142
H 0.71614 -0.60198 -1.91687
H 0.23716 -2.13623 -0.71096
H -0.70703 -0.53376 -1.07682
H -0.94353 1.73254 -0.38542
H -1.29563 1.14790 1.63204
*
```

The computed natural (NBO) charges, all in e, follow:
1 C -0.4346
2 N -0.9305
3 P 0.5895
4 I 0.3238
5 H 0.1810
6 H 0.2040
7 H 0.1578
8 H -0.0322
9 H -0.0588

---

# 2
This record from OMol25 describes 4 unconnected molecules or ions with the total composition C18H31N2O13P2S. The level of theory is ωB97M-V/def2-TZVPD.

Lowest unoccupied orbital energy   -2.4 eV
HOMO   -11.21 eV
Gap between HOMO and LUMO   8.83 eV

Structure (ORCA input):
```
! RIJCOSX wB97M-V def2-TZVPD def2/J DEFGRID3
* xyz 1 1
O 2.40652 1.02010 -0.63535
P 3.74015 0.68809 -1.15887
O 4.77558 1.85855 -0.94105
O 4.36446 -0.61511 -0.49115
P 3.58338 0.49619 -3.34592
N 1.85647 0.79648 -3.38200
C 0.87376 -0.12502 -3.35234
N -0.28314 0.49839 -3.35452
C -1.55067 -0.23950 -3.28316
C -1.95871 -0.53902 -1.83185
C -3.16485 0.23054 -1.33197
S -2.82006 2.01221 -1.26549
C -0.07832 1.85313 -3.38060
C 1.26620 2.03210 -3.39409
O 2.04179 3.11291 -3.38341
H 4.64465 2.19101 -0.03748
H 3.85770 -1.39576 -0.75541
H 3.60877 -0.89632 -3.52730
H 0.99950 -1.19197 -3.32862
H -2.31938 0.31902 -3.80753
H -1.37800 -1.18011 -3.79421
H -1.10459 -0.28980 -1.20355
H -2.10338 -1.60727 -1.74205
H -3.38355 -0.08686 -0.32019
H -4.03875 0.05317 -1.95049
H -3.29297 2.32131 -0.05732
H -0.86796 2.57646 -3.35172
H 1.55834 3.87851 -3.71697
C -4.48648 1.50663 4.38920
C -5.46145 0.95480 3.38530
C -5.29406 -0.50764 3.03663
O -5.85217 -0.56214 1.71349
C -5.69099 0.66003 1.15379
O -5.87098 0.91267 0.00629
O -5.28224 1.55448 2.08253
H -4.65790 2.57014 4.54649
H -4.60280 0.99364 5.34356
H -3.46050 1.38286 4.04050
H -6.48978 1.15746 3.69569
H -5.82238 -1.18686 3.69901
H -4.24073 -0.79342 2.97671
C 7.03608 2.26349 2.79962
C 6.24402 3.47550 3.21397
C 6.94285 4.80928 3.05764
O 6.27630 5.60354 4.04424
C 5.85058 4.76814 5.02644
O 5.42597 5.11249 6.07591
O 5.98184 3.47470 4.62483
H 6.46783 1.35272 2.98744
H 7.27666 2.30993 1.73634
H 7.96296 2.19250 3.36833
H 5.27369 3.49490 2.70403
H 6.83411 5.25790 2.07393
H 8.00187 4.74697 3.31938
C -2.43410 -7.43153 -2.17893
C -2.05199 -6.15349 -1.48487
C -3.15119 -5.12476 -1.33761
O -2.39302 -3.89966 -1.26852
C -1.25366 -4.09633 -1.95389
O -0.49207 -3.22565 -2.25641
O -1.08825 -5.39106 -2.25562
H -1.57202 -8.08938 -2.27347
H -3.20293 -7.94958 -1.60650
H -2.81087 -7.22998 -3.18189
H -1.59309 -6.36303 -0.51535
H -3.75770 -5.24500 -0.44540
H -3.79439 -5.07664 -2.21823
*
```

The computed natural (NBO) charges, all in e, follow:
1 O -1.0917
2 P 2.0625
3 O -0.9660
4 O -0.9654
5 P 0.4343
6 N -0.5790
7 C 0.2540
8 N -0.2497
9 C -0.2223
10 C -0.4244
11 C -0.5072
12 S -0.0954
13 C -0.1358
14 C 0.4718
15 O -0.6360
16 H 0.5218
17 H 0.5162
18 H 0.0039
19 H 0.2580
20 H 0.2294
21 H 0.2355
22 H 0.2228
23 H 0.2494
24 H 0.2325
25 H 0.2266
26 H 0.1619
27 H 0.2634
28 H 0.5155
29 C -0.6286
30 C 0.0646
31 C -0.0949
32 O -0.4929
33 C 0.9683
34 O -0.5803
35 O -0.4993
36 H 0.2363
37 H 0.2289
38 H 0.2181
39 H 0.1912
40 H 0.2125
41 H 0.1801
42 C -0.6307
43 C 0.0688
44 C -0.0950
45 O -0.4901
46 C 0.9661
47 O -0.5524
48 O -0.4978
49 H 0.2277
50 H 0.2158
51 H 0.2300
52 H 0.1663
53 H 0.2030
54 H 0.1882
55 C -0.6305
56 C 0.0658
57 C -0.0954
58 O -0.4958
59 C 0.9871
60 O -0.6347
61 O -0.4824
62 H 0.2377
63 H 0.2324
64 H 0.2242
65 H 0.1913
66 H 0.2172
67 H 0.1924

---

# 3
This record from OMol25 describes a molecular structure, C16H33LiN3O3Sb. The level of theory is ωB97M-V/def2-TZVPD.

Energy relative to the best compared isomer or geometry (same formula, charge and spin)   0.0 kJ/mol
Lowest unoccupied orbital energy   0.3 eV
HOMO   -7.98 eV
Gap between HOMO and LUMO   8.27 eV

Structure (ORCA input):
```
! RIJCOSX wB97M-V def2-TZVPD def2/J DEFGRID3
* xyz 0 1
Li -2.49146 0.06608 -1.36690
N -4.38507 -0.59733 -0.88117
C -4.37348 -1.96032 -1.45520
C -2.93903 -2.50689 -1.63730
O -2.79646 -3.72355 -1.62354
O -2.04083 -1.61935 -1.81696
H -4.36827 -0.65747 0.13155
H -5.24307 -0.11629 -1.11977
H -4.81844 -1.91834 -2.45071
H -4.94766 -2.67471 -0.86565
C -2.23339 -1.33495 3.60667
C -1.16406 -1.94635 2.70555
C 0.05388 -2.37771 3.51283
Sb -0.69723 -0.58430 1.08420
C 0.55295 0.81175 2.21409
C 2.02050 0.42563 2.35242
C 0.42730 2.19857 1.58380
C 0.86313 -1.75673 0.14980
C 0.41231 -3.18804 -0.12597
C 1.29949 -1.05777 -1.13592
H -2.51685 -2.03408 4.39929
H -3.13797 -1.07744 3.05180
H -1.87187 -0.42449 4.09360
H -1.58910 -2.81672 2.19794
H 0.47324 -1.53233 4.06440
H 0.84235 -2.79758 2.88654
H -0.22364 -3.13869 4.24927
H 0.09726 0.83565 3.20945
H 2.51110 0.37618 1.37602
H 2.15604 -0.54112 2.83719
H 2.55586 1.17452 2.94609
H 0.85848 2.19141 0.57709
H 0.96612 2.95211 2.16863
H -0.61278 2.51827 1.49178
H 1.69392 -1.76224 0.85952
H -0.45461 -3.22024 -0.78693
H 0.15306 -3.71894 0.79270
H 1.22455 -3.74436 -0.60455
H 0.46830 -1.03951 -1.84563
H 2.13424 -1.59219 -1.60210
H 1.62376 -0.02771 -0.94695
N -1.41953 1.63004 -2.03895
C -0.34056 2.02492 -2.16170
N 0.90242 2.44247 -2.29018
C 1.72811 1.88116 -3.37010
C 3.18356 2.01394 -2.96528
O 3.50149 3.35987 -2.65830
C 2.74582 3.82085 -1.55459
C 1.26108 3.80126 -1.86824
H 1.54560 2.42988 -4.29967
H 1.45749 0.83594 -3.50865
H 3.83164 1.71288 -3.78604
H 3.38595 1.37342 -2.09802
H 3.07132 4.83887 -1.34816
H 2.94640 3.19680 -0.67416
H 1.03822 4.51363 -2.66915
H 0.67840 4.06158 -0.98577
*
```

The computed natural (NBO) charges, all in e, follow:
1 Li 0.8411
2 N -0.8889
3 C -0.3472
4 C 0.7610
5 O -0.6887
6 O -0.8870
7 H 0.3691
8 H 0.3704
9 H 0.2058
10 H 0.1971
11 C -0.6202
12 C -0.5168
13 C -0.6254
14 Sb 0.9868
15 C -0.5278
16 C -0.6242
17 C -0.6181
18 C -0.5056
19 C -0.6444
20 C -0.6322
21 H 0.2074
22 H 0.2052
23 H 0.1966
24 H 0.2226
25 H 0.1981
26 H 0.2120
27 H 0.2074
28 H 0.2074
29 H 0.1981
30 H 0.2153
31 H 0.2022
32 H 0.1843
33 H 0.2004
34 H 0.2128
35 H 0.2033
36 H 0.2598
37 H 0.2003
38 H 0.2012
39 H 0.2342
40 H 0.2027
41 H 0.1815
42 N -0.4939
43 C 0.5325
44 N -0.4793
45 C -0.2347
46 C -0.0805
47 O -0.5154
48 C -0.0793
49 C -0.2338
50 H 0.1973
51 H 0.2371
52 H 0.2084
53 H 0.1771
54 H 0.2066
55 H 0.1751
56 H 0.1974
57 H 0.2279

---

# 4
This record from OMol25 describes a molecular structure, C19H43OP3S2Zr. The level of theory is ωB97M-V/def2-TZVPD.

Energy relative to the best compared isomer or geometry (same formula, charge and spin)   0.0 kJ/mol
Lowest unoccupied orbital energy (spin up / spin down)   -15.2 / -15.2 eV
HOMO (spin up / spin down)   -17.49 / -17.50 eV
Gap between HOMO and LUMO (spin up / spin down)   2.25 / 2.25 eV

Structure (ORCA input):
```
! RIJCOSX wB97M-V def2-TZVPD def2/J DEFGRID3
* xyz 4 1
Zr -0.21255 0.02064 -0.20430
P 0.76537 -2.42541 -0.40917
P 2.42583 0.72546 0.09023
P -2.57199 -0.78880 -0.94466
H 0.98360 1.87309 -2.27954
C -0.03185 1.66529 -1.92595
C -0.52822 2.24893 -0.71430
H 0.11160 2.89868 -0.11306
C 1.34757 -2.89690 -2.07571
C 2.18458 -2.92731 0.62976
C -0.41285 -3.76696 -0.01399
C 2.73288 2.52689 0.11070
C 3.28635 0.25737 1.63559
C 3.61148 0.15326 -1.18394
C -3.65155 0.63092 -1.28731
C -3.60276 -1.81100 0.12380
C -2.46775 -1.82541 -2.44373
H -0.71594 1.48160 -2.76147
H -1.58721 2.50330 -0.62831
H 1.68182 -3.94330 -2.10173
H 2.17679 -2.24832 -2.38011
H 0.53875 -2.76335 -2.80267
H 2.36331 -4.00598 0.51939
H 1.97279 -2.71980 1.68473
H 3.10110 -2.39249 0.36056
H 0.10406 -4.73590 -0.04263
H -1.25412 -3.79305 -0.71311
H -0.82464 -3.62115 0.99207
H 3.81860 2.67229 0.03372
H 2.37605 2.97177 1.04998
H 2.23506 3.02174 -0.73037
H 4.35399 0.49032 1.52876
H 3.17545 -0.81040 1.85326
H 2.88024 0.83329 2.47746
H 4.58155 0.65056 -1.03829
H 3.22257 0.40820 -2.17861
H 3.74828 -0.93393 -1.12087
H -4.58641 0.25332 -1.71715
H -3.19933 1.35423 -1.97887
H -3.85825 1.17524 -0.35645
H -4.53881 -2.05814 -0.39173
H -3.81790 -1.25660 1.04223
H -3.06901 -2.72864 0.38607
H -3.47154 -2.04919 -2.82686
H -1.92958 -2.76040 -2.24882
H -1.89638 -1.30325 -3.21912
C -3.45956 1.55281 -5.97202
C -3.41367 0.88941 -7.21667
C -3.44268 1.62131 -8.40725
C -3.57584 3.01745 -8.37509
C -3.78036 3.65875 -7.14734
C -3.75737 2.93183 -5.95555
S -3.26800 0.62058 -4.51557
H -1.91289 0.32519 -4.54687
H -3.37553 -0.20026 -7.23239
H -3.38408 1.10003 -9.36998
H -3.55912 3.58501 -9.31220
H -3.97888 4.72957 -7.14497
H -3.99418 3.41395 -5.01231
C -0.21098 1.17133 4.19974
S 0.37010 -0.28574 3.32603
C -0.89661 -1.42415 3.89481
O -0.14710 0.04437 1.79723
H 0.15003 1.12045 5.23480
H -1.30616 1.19321 4.17968
H 0.20689 2.06018 3.71751
H -1.88374 -0.95119 3.82054
H -0.85871 -2.34305 3.29710
H -0.65191 -1.66298 4.93863
*
```

The computed natural (NBO) charges, all in e, follow:
1 Zr 2.0396
2 P 0.7553
3 P 0.7748
4 P 0.7034
5 H 0.2788
6 C -0.5867
7 C -0.6257
8 H 0.2906
9 C -0.9227
10 C -0.9122
11 C -0.9168
12 C -0.9218
13 C -0.9263
14 C -0.9255
15 C -0.9319
16 C -0.9140
17 C -0.9221
18 H 0.2753
19 H 0.2901
20 H 0.2997
21 H 0.2660
22 H 0.2587
23 H 0.2983
24 H 0.2444
25 H 0.2610
26 H 0.2997
27 H 0.2554
28 H 0.2469
29 H 0.2921
30 H 0.2619
31 H 0.2497
32 H 0.2945
33 H 0.2490
34 H 0.2445
35 H 0.2889
36 H 0.2570
37 H 0.2494
38 H 0.2973
39 H 0.2723
40 H 0.2701
41 H 0.2969
42 H 0.2629
43 H 0.2564
44 H 0.3016
45 H 0.2546
46 H 0.2483
47 C -0.1757
48 C -0.1802
49 C -0.1751
50 C -0.0680
51 C -0.1860
52 C -0.1770
53 S 0.0702
54 H 0.1113
55 H 0.2403
56 H 0.2624
57 H 0.2619
58 H 0.2593
59 H 0.2325
60 C -0.7870
61 S 1.2514
62 C -0.7874
63 O -1.0491
64 H 0.3135
65 H 0.2739
66 H 0.2791
67 H 0.2718
68 H 0.2643
69 H 0.3139

---

# 5
This record from OMol25 describes a molecular structure, C32H33Cl2CoN7O3. The level of theory is ωB97M-V/def2-TZVPD.

Expectation value of S²   3.7578
Lowest unoccupied orbital energy (spin up / spin down)   0.1 / 0.1 eV
HOMO (spin up / spin down)   -6.82 / -6.79 eV
Gap between HOMO and LUMO (spin up / spin down)   6.88 / 6.84 eV

Structure (ORCA input):
```
! RIJCOSX wB97M-V def2-TZVPD def2/J DEFGRID3
* xyz 0 4
Co -0.14206 -0.99876 0.04421
Cl -5.81802 1.32681 3.12847
C -4.39656 0.40570 2.77294
C -3.89340 0.41956 1.47735
C -2.74864 -0.30105 1.17345
N -2.10504 -0.35480 -0.06151
C -2.78044 -0.41958 -1.21114
O -3.98450 -0.27286 -1.41175
C -1.86950 -0.75235 -2.37071
C -2.38918 -0.78721 -3.65744
C -1.55499 -1.09696 -4.71563
C -0.21526 -1.34544 -4.44847
C 0.21723 -1.30061 -3.13579
N -0.58648 -1.02819 -2.10600
C -2.11679 -1.07949 2.18255
C -2.62399 -1.07069 3.47899
C -3.76372 -0.33183 3.76635
Cl -4.38200 -0.35824 5.38455
N -1.06897 -1.83941 1.70226
C -0.42062 -2.79154 2.37314
O -0.39283 -3.04454 3.57802
C 0.26593 -3.69396 1.37302
C 0.47159 -5.03134 1.68298
C 0.89116 -5.89725 0.68884
C 1.09944 -5.39300 -0.58803
C 0.92632 -4.03654 -0.79671
N 0.53008 -3.19303 0.15648
H -4.40135 0.98099 0.70820
H -3.44168 -0.57837 -3.78732
H -1.93653 -1.13966 -5.72724
H 0.48267 -1.57873 -5.24064
H 1.26101 -1.46274 -2.90509
H -2.12936 -1.64372 4.24765
H 0.27303 -5.35752 2.69434
H 1.03328 -6.94937 0.89726
H 1.39395 -6.03618 -1.40551
H 1.10605 -3.60732 -1.77792
O 2.07559 -0.80134 -0.81349
C 3.20983 -0.09280 -0.31296
C 3.89326 -0.81728 0.83876
C 2.87793 -1.26186 1.90321
C 2.02271 -0.11460 2.36298
C 2.46045 0.70340 3.39755
C 1.66904 1.75557 3.82627
C 0.44144 1.94331 3.21477
C 0.08979 1.10746 2.17055
N 0.86551 0.11249 1.72858
H 2.30445 -1.73753 -0.88490
H 2.83664 0.87239 0.02101
H 3.92356 0.07966 -1.12501
H 4.63122 -0.14359 1.27959
H 4.43000 -1.69316 0.46178
H 3.40580 -1.68507 2.75747
H 2.23025 -2.03028 1.48933
H 3.40388 0.49358 3.88520
H 2.00144 2.40925 4.62179
H -0.23837 2.71979 3.53727
H -0.85528 1.23854 1.65846
C 0.62860 2.19097 -2.52720
C 0.58769 3.59529 -3.19206
N 0.04323 4.57775 -2.25692
C 0.88969 4.62593 -1.06884
C 0.93086 3.22347 -0.40159
N 0.11052 2.27240 -1.15923
C -1.27156 2.76363 -1.20727
C -1.30655 4.17410 -1.85714
H 1.64743 1.79463 -2.48382
H 0.01647 1.47490 -3.07880
H -0.04125 3.59225 -4.08466
H 1.58742 3.92534 -3.48312
H 0.47583 5.37529 -0.39112
H 1.88828 4.95502 -1.36476
H 0.55401 3.26346 0.61864
H 1.95299 2.84006 -0.36805
H -1.66427 2.77465 -0.18789
H -1.86740 2.05229 -1.78027
H -1.69209 4.92148 -1.16115
H -1.93888 4.18838 -2.74712
*
```

The computed natural (NBO) charges, all in e, follow:
1 Co 1.5036
2 Cl 0.0032
3 C -0.0722
4 C -0.2646
5 C 0.2083
6 N -0.7883
7 C 0.6007
8 O -0.6534
9 C 0.1494
10 C -0.2171
11 C -0.1535
12 C -0.2538
13 C 0.0440
14 N -0.5310
15 C 0.1158
16 C -0.2590
17 C -0.0761
18 Cl 0.0041
19 N -0.7369
20 C 0.5956
21 O -0.6588
22 C 0.1562
23 C -0.2187
24 C -0.1471
25 C -0.2635
26 C 0.0367
27 N -0.5223
28 H 0.2486
29 H 0.2584
30 H 0.2233
31 H 0.2230
32 H 0.1993
33 H 0.2621
34 H 0.2535
35 H 0.2236
36 H 0.2255
37 H 0.1899
38 O -0.7500
39 C -0.0590
40 C -0.4207
41 C -0.4393
42 C 0.2392
43 C -0.2555
44 C -0.1610
45 C -0.2057
46 C 0.0422
47 N -0.5294
48 H 0.4807
49 H 0.1930
50 H 0.1769
51 H 0.2194
52 H 0.2059
53 H 0.2303
54 H 0.2261
55 H 0.2202
56 H 0.2223
57 H 0.2237
58 H 0.2262
59 C -0.2516
60 C -0.2546
61 N -0.4157
62 C -0.2528
63 C -0.2529
64 N -0.4445
65 C -0.2537
66 C -0.2553
67 H 0.1923
68 H 0.2009
69 H 0.1996
70 H 0.1957
71 H 0.1993
72 H 0.1956
73 H 0.2027
74 H 0.1880
75 H 0.2036
76 H 0.2088
77 H 0.2001
78 H 0.2009

---

Number 1: molecular weight 188.936 g/mol, E -734.7197 Eh. Number 2: molecular weight 577.462 g/mol, E -2872.9372 Eh. Number 3: molecular weight 444.159 g/mol, E -1267.2580 Eh. Number 4: molecular weight 535.832 g/mol, E -2690.8988 Eh. Number 5: molecular weight 693.501 g/mol, E -4151.4561 Eh.